(1)
C11H23F5GdNO3P2Te | ωB97M-V with the def2-TZVPD basis set

Geometry as XYZ:
```
47
Properties=species:S:1:pos:R:3
Gd 0.515 1.211 1.104
Te -0.995 -0.536 4.040
P -2.217 1.162 -0.115
P 2.608 -1.080 0.977
F -0.051 -2.021 3.330
F -2.830 -0.820 3.592
F -0.446 3.448 1.332
F 1.939 1.689 2.511
F -1.231 -1.778 5.552
O -0.354 4.301 -1.119
O -0.901 0.043 2.213
O 2.417 1.889 -0.671
N 0.048 -0.634 -0.900
C -3.729 1.230 0.890
C 2.461 -1.272 -0.774
C 2.361 -2.870 1.328
C -2.846 1.974 -1.626
C -2.415 -0.588 -0.619
C -0.150 -2.459 -3.034
C -1.296 -1.988 -2.371
C 4.378 -0.693 1.258
C -1.169 -1.078 -1.318
C 1.186 -1.263 -1.421
C 1.086 -2.073 -2.585
H -3.642 0.561 1.756
H -2.737 3.071 -1.551
H 2.007 -2.389 -3.060
H -2.285 -2.328 -2.661
H -0.232 -3.152 -3.862
H 1.730 -3.292 0.535
H 4.458 -0.248 2.260
H 2.809 2.632 -1.149
H 4.985 -1.603 1.200
H -0.023 5.197 -1.151
H -0.388 3.897 -2.062
H -4.599 0.949 0.279
H 3.335 -3.372 1.299
H 3.354 -1.296 -1.443
H -0.323 3.715 0.407
H -3.285 -0.715 -1.269
H -2.302 1.608 -2.508
H 2.519 1.105 -1.227
H -3.913 1.716 -1.731
H -3.855 2.257 1.251
H 1.849 -2.992 2.290
H 4.724 0.046 0.525
H -2.555 -1.165 0.303
```

Output
Spin multiplicity = 8
Strongest force on any atom = 4.2 eV/Å
Energy relative to the best compared isomer or geometry (same formula, charge and spin) = 21.3 kcal per mole
Total energy = -79688.9690 eV
Kohn-Sham gap (alpha / beta) = 5.7 / 4.0 eV
LUMO energy (alpha / beta) = -8.2 / -11.1 eV
<S²> = 16.508
Charge = +2

---

(2)
C11H23Fe2N6O22 | ωB97M-V with the def2-TZVPD basis set

Geometry as XYZ:
```
64
Properties=species:S:1:pos:R:3
Fe 6.718 -9.873 5.822
Fe 3.338 -8.773 6.755
O 5.592 -9.522 8.706
O 7.682 -4.027 5.855
O 3.982 -8.126 5.003
O 1.983 -5.505 1.890
O 7.828 -4.072 3.633
O 4.740 -8.118 7.966
O 6.117 -11.565 6.913
O 8.541 -8.824 5.494
O 6.573 -12.334 2.373
O 9.318 -9.055 3.558
O 3.701 -7.181 -0.993
O 5.876 -8.868 4.357
O 6.557 -8.615 7.352
O 6.895 -12.191 8.479
O 7.314 -11.120 4.079
O 7.876 -11.257 6.732
O 2.254 -8.560 -0.150
O 4.681 -9.658 5.476
O 1.237 -7.017 3.261
O 3.181 -10.715 7.724
O 1.710 -9.885 5.114
O 1.663 -10.453 2.976
N 3.381 -8.093 -0.233
N 1.864 -5.990 3.017
N 1.137 -10.029 4.018
N 7.412 -11.920 3.143
N 9.418 -8.575 4.692
N 7.389 -4.387 4.738
C 1.907 -11.242 8.140
C 6.573 -5.661 4.697
C 5.855 -8.420 8.329
C 8.803 -12.375 2.827
C 7.188 -12.098 7.294
C 10.522 -7.649 5.028
C 4.448 -8.754 0.691
C 1.407 -12.492 7.256
C -0.326 -9.640 3.857
C 2.355 -5.223 4.204
C 4.676 -8.941 4.478
H -0.885 -10.571 3.954
H 8.828 -13.464 2.852
H 0.697 -13.029 7.886
H 11.397 -8.230 4.736
H 5.580 -5.419 4.316
H 1.584 -4.533 4.547
H 4.250 -9.803 0.910
H -0.499 -9.038 4.749
H 9.286 -11.937 1.953
H 4.685 -8.230 1.617
H -0.541 -9.009 2.994
H 6.512 -6.192 5.647
H 2.315 -13.056 7.044
H 9.397 -12.074 3.690
H 2.710 -5.842 5.028
H 3.138 -4.542 3.871
H 1.997 -11.613 9.161
H 10.173 -6.832 4.397
H 10.564 -7.538 6.112
H 7.030 -6.273 3.920
H 5.361 -8.792 0.096
H 1.048 -10.572 8.161
H 0.928 -12.264 6.304
```

Output
Spin multiplicity = 11
Strongest force on any atom = 19.2 eV/Å
Total energy = -134505.6244 eV
Kohn-Sham gap (alpha / beta) = 6.0 / 6.1 eV
LUMO energy (alpha / beta) = 1.8 / 1.7 eV
<S²> = 30.065
Charge = -1

---

(3)
C11H23MnN2O5P2 | ωB97M-V with the def2-TZVPD basis set

Geometry as XYZ:
```
44
Properties=species:S:1:pos:R:3
Mn -0.173 0.703 0.873
P 2.511 -0.611 1.148
P -2.311 1.077 -0.075
O 0.231 -0.702 4.207
O 1.658 0.575 1.652
O 1.386 1.779 -1.116
O -1.073 0.017 2.634
O 0.009 3.976 -0.241
N -0.095 -0.777 -0.773
N -0.437 0.211 3.764
C -0.018 -2.745 -2.703
C -3.713 1.129 1.083
C -1.230 -2.232 -2.277
C -2.561 -0.583 -0.900
C -1.238 -1.202 -1.331
C 2.376 -0.783 -0.595
C 1.927 -2.183 1.743
C 4.180 -0.332 1.636
C 1.133 -1.251 -1.181
C 1.169 -2.224 -2.200
C -2.671 2.265 -1.405
H -3.547 1.967 1.775
H 1.491 -2.036 2.732
H 2.053 1.021 -1.066
H 2.799 -2.845 1.761
H -0.560 2.146 0.850
H -2.194 -2.604 -2.674
H 1.181 -2.597 1.048
H 0.040 -3.558 -3.461
H -2.227 3.235 -1.154
H 0.816 1.614 -1.915
H -3.230 -0.457 -1.779
H 0.699 3.373 -0.478
H 0.153 4.318 0.693
H 3.244 -0.811 -1.222
H -3.744 0.195 1.662
H -3.761 2.379 -1.521
H -2.244 1.907 -2.355
H -3.067 -1.237 -0.160
H 4.603 0.538 1.112
H -4.664 1.275 0.550
H 2.162 -2.560 -2.476
H 4.772 -1.227 1.417
H 4.165 -0.141 2.718
```

Output
Spin multiplicity = 5
Strongest force on any atom = 4.1 eV/Å
Total energy = -74876.4854 eV
Kohn-Sham gap (alpha / beta) = 5.1 / 6.0 eV
LUMO energy (alpha / beta) = -10.0 / -9.3 eV
<S²> = 6.334
Charge = +2

---

(4)
C11H23N2O4 | ωB97M-V with the def2-TZVPD basis set

Geometry as XYZ:
```
40
Properties=species:S:1:pos:R:3
O 1.449 -0.033 4.465
O 1.265 0.902 2.488
O 0.213 -3.102 -3.194
O -0.487 -2.045 -1.348
N -0.319 0.346 -1.116
N -0.768 1.481 -1.874
C -3.307 -0.422 1.194
C -1.140 0.135 0.115
C -0.308 -0.834 -2.042
C 1.989 0.433 3.572
C -0.019 -3.122 -2.049
C 1.275 2.201 -0.302
C 0.149 -4.405 -1.245
C 2.394 2.303 0.793
C 1.704 2.255 2.162
C 1.093 0.701 -0.640
C -2.653 0.032 -0.138
H 2.810 3.312 0.701
H -3.026 1.051 -0.305
H -1.669 1.279 -2.306
H -0.806 -4.611 -0.746
H 0.640 -0.830 -2.595
H 1.843 0.459 -1.399
H 2.356 2.630 2.961
H 3.088 0.530 3.520
H 0.895 -4.235 -0.462
H -0.987 1.007 0.758
H -2.930 -0.606 -0.982
H -2.658 -1.171 1.662
H 0.428 -5.210 -1.916
H 0.380 2.626 0.153
H -0.113 1.569 -2.653
H 0.802 2.875 2.198
H 1.543 2.762 -1.198
H -3.347 0.406 1.912
H 3.143 1.516 0.679
H -1.085 -0.759 -2.812
H -4.328 -0.778 1.061
H 1.271 0.064 0.228
H -0.781 -0.711 0.702
```

Output
Spin multiplicity = 1
Strongest force on any atom = 4.5 eV/Å
Energy relative to the best compared isomer or geometry (same formula, charge and spin) = 15.8 kcal per mole
SMILES = CCC[N@@+](N)(CCCCOC=O)COC(C)=O
Total energy = -22942.1989 eV
Kohn-Sham gap = 11.0 eV
LUMO energy = -2.6 eV
Charge = +1

---

(5)
C11H24AlClINOP2S | ωB97M-V with the def2-TZVPD basis set

Geometry as XYZ:
```
43
Properties=species:S:1:pos:R:3
I -0.622 3.554 -0.545
Cl -2.261 1.490 1.370
S -0.836 -3.126 2.874
P 1.558 1.197 1.361
P -1.308 0.170 -2.023
Al -0.540 1.031 0.136
O 1.574 1.933 -1.930
N -0.954 -1.151 1.224
C 1.083 1.722 3.051
C 2.875 2.411 1.024
C -1.048 0.991 -3.628
C -0.895 -1.546 -2.491
C -3.145 0.200 -1.964
C 1.126 3.064 -1.891
C 1.604 4.254 -2.661
C 2.560 -0.308 1.598
C -0.395 -1.550 2.361
C -1.890 -2.078 0.785
C -1.946 -3.225 1.541
H 1.988 1.762 3.673
H -2.499 -1.875 -0.099
H 0.301 -0.965 2.966
H 3.635 2.331 1.815
H 0.630 2.720 2.990
H 3.173 -0.199 2.502
H -3.537 -0.587 -1.306
H 3.340 2.199 0.055
H -3.469 1.171 -1.567
H -1.402 2.025 -3.600
H 0.788 4.646 -3.279
H -2.583 -4.076 1.347
H 1.905 5.047 -1.965
H -1.611 0.439 -4.394
H -1.584 -1.892 -3.274
H 2.476 3.430 1.017
H 2.456 3.979 -3.300
H 3.217 -0.424 0.725
H -3.534 0.063 -2.982
H 0.017 0.982 -3.883
H 0.349 1.039 3.490
H -0.949 -2.225 -1.634
H 0.130 -1.556 -2.884
H 1.933 -1.200 1.688
```

Output
Spin multiplicity = 1
Strongest force on any atom = 3.5 eV/Å
Total energy = -71956.1672 eV
Kohn-Sham gap = 8.9 eV
LUMO energy = -6.7 eV
Charge = +2

---

(6)
C11H24BN3O5 | ωB97M-V with the def2-TZVPD basis set

Geometry as XYZ:
```
44
Properties=species:S:1:pos:R:3
O 3.874 -0.745 0.644
O 2.139 -1.573 -1.565
O -1.389 3.473 -0.486
O 4.569 -2.094 2.169
O 5.120 -2.416 0.114
N -1.228 2.335 0.224
N 4.521 -1.752 0.976
N -0.060 -2.639 -0.800
C -2.825 0.382 1.079
C -0.039 0.080 -1.583
C 0.206 1.950 0.417
C -3.469 1.995 -0.892
C 0.883 -3.856 -0.887
C -2.150 1.238 -0.190
C 1.042 3.393 0.577
C 0.909 1.190 -0.852
C -0.448 -2.559 0.660
C -1.628 0.152 -1.270
C 0.559 1.093 1.764
B 0.669 -1.403 -1.289
H -0.350 0.618 2.321
H 0.252 -4.784 -0.497
H 2.675 -1.252 -0.772
H -1.587 -2.843 0.829
H -4.279 1.127 -1.007
H -2.942 1.170 1.966
H -2.047 -0.913 -0.930
H 1.958 0.797 -0.490
H 1.070 1.834 2.548
H 0.512 4.059 1.383
H -0.241 -1.507 1.139
H 1.187 3.929 -0.468
H 1.216 -4.085 -1.993
H -2.185 0.366 -2.305
H -3.948 2.789 -0.179
H -3.244 2.374 -1.977
H 1.151 2.037 -1.657
H 2.129 3.098 0.972
H 0.190 -3.338 1.299
H -2.125 -0.466 1.480
H 1.800 -3.765 -0.141
H 0.099 0.246 -2.758
H 1.378 0.242 1.588
H -3.927 0.022 0.839
```

Output
Spin multiplicity = 2
Strongest force on any atom = 3.8 eV/Å
Total energy = -27173.4380 eV
Kohn-Sham gap (alpha / beta) = 7.7 / 7.1 eV
LUMO energy (alpha / beta) = 2.7 / 2.1 eV
<S²> = 0.755
Charge = -1

---

Question: What is the charge in the fourth record?
Answer: +1

---

Question: Number 2 is which compound?
Answer: C11H23Fe2N6O22